[1]
{
  "formula": "C18H21N3O2",
  "method": "wB97M-V/def2-TZVPD",
  "orbital_gap_ha": 0.319,
  "e_above_lowest_ev": 3.315,
  "smiles": "Cc1ccccc1-c1nc(CN(C)[C@H](C)c2ccon2)c(C)o1",
  "charge": 0,
  "e_lumo_ev": 0.841,
  "elements": ["C", "C", "C", "C", "C", "C", "C", "C", "N", "C", "C", "N", "C", "C", "C", "C", "C", "C", "O", "N", "C", "C", "O", "H", "H", "H", "H", "H", "H", "H", "H", "H", "H", "H", "H", "H", "H", "H", "H", "H", "H", "H", "H", "H"],
  "xyz": [[3.2954, 0.7746, -1.6709], [3.9393, 0.6701, -0.3290], [5.2376, 1.1248, -0.1412], [5.8675, 1.0422, 1.0877], [5.1976, 0.4942, 2.1692], [3.9066, 0.0358, 2.0092], [3.2651, 0.1158, 0.7709], [1.9086, -0.3790, 0.6675], [1.1428, -0.4194, -0.3851], [-0.0408, -0.9581, 0.0298], [-1.1806, -1.2041, -0.8995], [-1.6477, 0.0012, -1.5696], [-2.2780, -0.3068, -2.8363], [-2.4542, 0.9107, -0.7603], [-1.6541, 1.5316, 0.3848], [-3.7112, 0.2668, -0.2476], [-5.0282, 0.4242, -0.7613], [-5.7763, -0.4161, 0.0027], [-4.9952, -1.0327, 0.8928], [-3.7188, -0.6055, 0.7288], [0.0566, -1.2443, 1.3646], [-0.8921, -1.8306, 2.3431], [1.2971, -0.8767, 1.7714], [2.3687, 1.3398, -1.6034], [3.0246, -0.2140, -2.0348], [3.9642, 1.2528, -2.3826], [5.7672, 1.5540, -0.9802], [6.8788, 1.4044, 1.2016], [5.6809, 0.4252, 3.1325], [3.3748, -0.3931, 2.8450], [-1.9832, -1.7096, -0.3405], [-0.8254, -1.8818, -1.6809], [-3.1644, -0.9542, -2.7429], [-1.5522, -0.8069, -3.4761], [-2.5778, 0.6199, -3.3245], [-2.7523, 1.7185, -1.4407], [-1.5604, 0.8348, 1.2101], [-0.6660, 1.8038, 0.0256], [-2.1628, 2.4250, 0.7409], [-5.3467, 1.0606, -1.5593], [-6.8196, -0.6604, 0.0176], [-1.9135, -1.6029, 2.0456], [-0.6981, -1.4212, 3.3321], [-0.7735, -2.9136, 2.3933]],
  "atomic_forces_ev_per_a": [[0.1, 0.1, -0.2], [-0.1, -0.1, 0.1], [0.1, 0.0, 0.1], [0.0, 0.0, 0.0], [0.1, 0.0, 0.0], [-0.1, 0.0, -0.1], [0.5, 0.1, 0.4], [-0.8, -0.1, -0.7], [0.7, 0.2, 0.1], [-0.2, -0.5, 1.2], [0.1, 0.0, 0.1], [0.1, 0.1, -0.1], [0.0, -0.1, 0.0], [0.3, 0.2, 0.2], [-0.1, 0.0, -0.1], [-0.7, -0.2, 0.0], [-0.3, -0.4, 0.4], [0.4, 0.5, -0.5], [-0.7, -0.2, 0.0], [0.9, 0.3, 0.1], [-0.6, -0.1, -1.0], [0.3, 0.0, 0.0], [0.3, 0.1, 0.2], [-0.1, 0.0, -0.1], [-0.1, 0.0, -0.1], [0.1, 0.0, 0.0], [0.0, 0.0, -0.1], [0.1, 0.0, 0.0], [0.0, 0.0, 0.1], [0.0, 0.0, 0.1], [0.1, -0.1, -0.2], [-0.1, 0.0, 0.0], [0.0, 0.0, 0.0], [0.0, 0.0, -0.1], [0.0, 0.0, -0.1], [0.0, -0.1, 0.1], [0.0, 0.0, 0.1], [0.1, 0.0, 0.0], [-0.1, 0.1, 0.1], [-0.1, 0.1, -0.2], [-0.2, -0.1, 0.1], [0.0, 0.0, 0.0], [-0.1, 0.0, 0.1], [0.0, -0.1, 0.1]]
}


[2]
{
  "formula": "C18H21N3O2S",
  "method": "wB97M-V/def2-TZVPD",
  "orbital_gap_ha": 0.320,
  "e_above_lowest_ev": 1.553,
  "smiles": "CC(C)Oc1ccc(CC(=O)NNC(=S)Nc2ccccc2)cc1",
  "charge": 0,
  "e_lumo_ev": 0.528,
  "elements": ["C", "C", "C", "O", "C", "C", "C", "C", "C", "C", "O", "N", "N", "C", "S", "N", "C", "C", "C", "C", "C", "C", "C", "C", "H", "H", "H", "H", "H", "H", "H", "H", "H", "H", "H", "H", "H", "H", "H", "H", "H", "H", "H", "H", "H"],
  "xyz": [[-5.0945, -0.3517, -0.9120], [-3.9407, 0.0447, 0.0049], [-3.9194, -0.8264, 1.2612], [-2.7500, -0.1135, -0.7595], [-1.6647, 0.6588, -0.5083], [-1.4832, 1.4693, 0.6067], [-0.3374, 2.2383, 0.7267], [0.6491, 2.2257, -0.2467], [1.8641, 3.0995, -0.1361], [3.1842, 2.3619, 0.0263], [4.2674, 2.8837, -0.1183], [3.0546, 1.0619, 0.3875], [4.1934, 0.2863, 0.6324], [4.5023, -0.8212, -0.1076], [6.0768, -1.2463, -0.3398], [3.5053, -1.5958, -0.6157], [2.1883, -1.7676, -0.1866], [1.2655, -2.3054, -1.0826], [-0.0378, -2.5288, -0.6876], [-0.4407, -2.2199, 0.6013], [0.4727, -1.6946, 1.4970], [1.7847, -1.4740, 1.1156], [0.4731, 1.3912, -1.3496], [-0.6594, 0.6205, -1.4792], [-6.0404, -0.2485, -0.3885], [-4.9722, -1.3836, -1.2300], [-5.1050, 0.2825, -1.7944], [-4.0539, 1.1015, 0.2861], [-3.0491, -0.6056, 1.8746], [-4.8166, -0.6484, 1.8481], [-3.8893, -1.8760, 0.9785], [-2.2258, 1.5227, 1.3870], [-0.2225, 2.8699, 1.5962], [1.7721, 3.7749, 0.7183], [1.9683, 3.7233, -1.0277], [2.1549, 0.6340, 0.5722], [4.9985, 0.8865, 0.8086], [3.8390, -2.2765, -1.2862], [1.5837, -2.5506, -2.0851], [-0.7453, -2.9464, -1.3873], [-1.4574, -2.4037, 0.9070], [0.1733, -1.4701, 2.5101], [2.5082, -1.1305, 1.8403], [1.2306, 1.3621, -2.1193], [-0.8048, -0.0142, -2.3383]],
  "atomic_forces_ev_per_a": [[0.4, 0.2, 0.1], [-0.5, -0.1, 0.2], [0.2, 0.3, -0.3], [0.1, -0.1, -0.1], [0.3, 0.2, 0.0], [-0.4, -0.2, 0.0], [0.2, 0.0, -0.2], [-0.1, 0.1, 0.1], [0.1, 0.0, 0.0], [-0.2, -0.1, 0.0], [0.3, 0.2, 0.0], [-0.1, -0.8, -0.1], [-0.2, 0.6, 0.1], [0.2, -0.1, -0.1], [0.4, 0.0, 0.0], [0.1, 0.1, -0.3], [-0.5, 0.0, 0.2], [0.1, 0.0, 0.1], [0.0, -0.1, 0.1], [-0.1, -0.1, 0.1], [-0.1, 0.0, 0.0], [0.1, -0.2, 0.0], [-0.1, 0.0, 0.1], [-0.2, 0.0, 0.1], [-0.1, 0.0, 0.0], [0.0, -0.1, 0.0], [0.0, 0.0, -0.1], [0.1, -0.1, -0.1], [0.1, 0.0, 0.1], [-0.1, 0.0, 0.1], [0.0, -0.1, 0.0], [-0.1, 0.0, 0.1], [0.0, 0.1, 0.1], [0.0, 0.0, -0.1], [0.1, 0.0, 0.1], [0.2, 0.2, 0.1], [-0.2, -0.2, 0.0], [0.1, 0.1, 0.2], [0.0, 0.0, -0.1], [-0.1, 0.0, -0.1], [-0.1, 0.0, 0.0], [0.0, 0.0, 0.1], [0.1, 0.1, 0.0], [0.1, 0.0, -0.1], [0.0, -0.1, -0.1]]
}


[3]
{
  "formula": "C18H21N3O3",
  "method": "wB97M-V/def2-TZVPD",
  "orbital_gap_ha": 0.328,
  "e_above_lowest_ev": 17.682,
  "charge": 0,
  "e_lumo_ev": 0.610,
  "elements": ["C", "C", "C", "C", "C", "C", "C", "N", "C", "O", "C", "N", "C", "C", "N", "C", "O", "C", "C", "C", "C", "O", "H", "H", "H", "C", "H", "C", "H", "H", "H", "H", "H", "H", "H", "H", "H", "H", "H", "H", "H", "H", "H", "H", "H"],
  "xyz": [[-1.8529, -2.6685, -0.2633], [-2.8729, -1.7226, -0.0788], [-4.1144, -2.0941, 0.2772], [-5.2788, -1.3566, 0.5030], [-5.1287, -0.1399, 0.2195], [-3.9725, 0.4476, 0.0549], [-2.9417, -0.4568, -0.0529], [-1.5990, 0.1734, -0.6886], [-1.3401, 1.3494, -1.2782], [-2.0658, 2.0894, -1.5686], [0.1573, 1.7367, -1.3713], [0.6458, 2.6248, -0.5629], [0.2351, 2.3374, 0.7675], [0.6775, 1.3676, 1.7311], [1.8594, 0.7109, 0.9866], [1.7709, -0.5637, 0.7520], [0.8506, -1.3742, 0.7101], [3.0133, -1.1940, 0.1355], [3.1929, -2.2151, -0.7100], [4.4134, -2.5131, -0.8368], [5.0887, -1.5225, -0.5069], [4.1905, -0.5608, 0.3467], [6.1758, -1.1699, -0.3420], [4.7826, -3.3403, -1.3225], [2.2404, -2.7578, -1.1386], [2.8868, 1.7875, 0.7336], [2.9548, 2.2184, 1.6189], [2.2369, 2.7497, -0.4602], [2.5054, 2.1902, -1.2714], [2.5332, 3.5972, -0.2460], [3.7778, 1.4599, 0.4156], [0.8319, 1.5320, 2.6070], [-0.0749, 0.5410, 1.7076], [-0.8965, 2.4464, 0.8103], [0.5383, 3.3668, 1.3675], [0.3904, 2.1502, -2.3602], [0.7620, 0.5757, -1.5132], [-0.8140, -0.4497, -0.0548], [-3.7937, 1.6389, -0.1090], [-6.0902, 0.8474, 0.6346], [-6.2161, -1.7953, 0.9814], [-4.5565, -3.1774, 0.6577], [-2.3355, -3.7356, -0.1733], [-1.1059, -2.6294, 0.3395], [-1.6615, -2.5010, -1.4482]],
  "atomic_forces_ev_per_a": [[-3.8, -3.8, -7.4], [-3.2, -4.1, 2.1], [-6.1, -6.6, 3.2], [-1.1, -6.7, 1.3], [-6.7, 11.0, 2.4], [3.4, 4.0, -1.4], [5.5, 10.4, -4.4], [1.0, -5.9, 5.2], [11.6, -8.7, 5.4], [-12.4, 11.8, -5.4], [1.2, -7.5, -7.1], [4.8, 2.7, 6.4], [-3.2, 8.3, 3.5], [-1.2, -7.8, -12.2], [-0.9, 2.7, 3.0], [2.9, -3.1, -3.5], [-1.8, 0.9, 1.3], [-0.1, 2.7, 0.7], [-13.6, -1.1, 0.9], [4.7, -4.8, -3.7], [6.3, 8.7, 6.0], [2.2, -3.3, -2.6], [-2.1, -1.0, -0.6], [0.9, -1.7, -1.1], [2.2, 0.8, 1.1], [-5.6, -1.0, -3.8], [0.5, 2.5, 3.9], [-5.1, -9.9, 1.3], [1.4, -0.3, -2.7], [2.6, 8.6, 1.0], [3.0, -1.3, -1.1], [2.4, 2.9, 10.1], [0.5, 0.4, 0.3], [1.2, -0.3, -0.1], [-0.8, -1.6, -1.4], [-0.8, -0.5, -0.6], [-1.1, 2.6, 0.8], [-1.8, 2.8, -3.0], [-0.5, -3.5, 0.4], [2.4, -3.3, -1.7], [1.5, 0.5, -1.1], [2.6, 1.8, -1.4], [1.0, 2.0, -0.2], [5.2, 0.6, 3.3], [0.7, -0.8, 2.7]]
}


[4]
{
  "formula": "C18H21N3O3S",
  "method": "wB97M-V/def2-TZVPD",
  "orbital_gap_ha": 0.333,
  "e_above_lowest_ev": 0.000,
  "smiles": "Cc1ccc(C(=O)N[C@H](C(=O)Nc2sccc2C(N)=O)C(C)C)cc1",
  "charge": 0,
  "e_lumo_ev": 0.605,
  "elements": ["C", "C", "C", "C", "C", "C", "O", "N", "C", "C", "O", "N", "C", "S", "C", "C", "C", "C", "N", "O", "C", "C", "C", "C", "C", "H", "H", "H", "H", "H", "H", "H", "H", "H", "H", "H", "H", "H", "H", "H", "H", "H", "H", "H", "H", "H"],
  "xyz": [[0.2093, 4.1294, 6.5846], [0.2960, 3.0312, 5.5700], [0.1048, 3.2923, 4.2185], [0.1973, 2.2847, 3.2763], [0.4897, 0.9833, 3.6721], [0.6244, -0.1501, 2.7143], [1.3301, -1.1181, 2.9337], [-0.1140, -0.0398, 1.5867], [-0.0552, -1.0093, 0.5196], [-0.3384, -0.2692, -0.7732], [-0.9421, 0.7896, -0.8148], [0.1266, -0.8607, -1.8977], [-0.0824, -0.3147, -3.1350], [-0.9338, 1.1640, -3.3453], [-0.7111, 1.0456, -5.0574], [-0.0263, -0.0601, -5.4299], [0.3518, -0.8710, -4.3234], [1.0939, -2.1345, -4.3213], [1.4924, -2.6065, -5.5218], [1.3458, -2.7479, -3.2871], [-1.0616, -2.1651, 0.7667], [-0.9298, -3.2726, -0.2741], [-2.4942, -1.6419, 0.8244], [0.7037, 0.7222, 5.0227], [0.6007, 1.7312, 5.9586], [-0.2270, 3.7652, 7.5122], [1.2078, 4.5055, 6.8098], [-0.3884, 4.9581, 6.2128], [-0.1178, 4.3006, 3.8986], [0.0668, 2.5291, 2.2317], [-0.6956, 0.7652, 1.4055], [0.9555, -1.4357, 0.5014], [0.6519, -1.7444, -1.9332], [-1.1065, 1.8127, -5.6923], [0.1990, -0.2886, -6.4566], [1.3117, -2.1185, -6.3787], [2.0103, -3.4686, -5.5467], [-0.7947, -2.5745, 1.7466], [-1.5158, -4.1346, 0.0367], [0.1044, -3.5902, -0.3828], [-1.3019, -2.9488, -1.2435], [-2.6049, -0.9046, 1.6157], [-3.1807, -2.4614, 1.0236], [-2.7761, -1.1794, -0.1195], [0.9496, -0.2867, 5.3181], [0.7611, 1.5125, 7.0047]],
  "atomic_forces_ev_per_a": [[0.1, 0.0, 0.0], [0.0, 0.0, -0.1], [0.0, 0.0, 0.1], [0.0, -0.2, 0.0], [0.1, 0.2, 0.3], [-0.2, 0.0, -0.2], [0.1, -0.2, 0.1], [-0.2, 0.2, -0.4], [0.0, -0.2, 0.4], [0.3, -0.2, 0.2], [-0.1, 0.1, 0.3], [0.2, -0.3, 0.1], [-0.1, 0.2, -0.4], [0.1, -0.1, -0.7], [0.0, 0.0, 0.2], [-0.1, 0.1, 0.0], [-0.2, 0.2, 0.5], [0.0, 0.1, -0.2], [0.1, -0.2, -0.2], [0.1, -0.2, 0.2], [-0.1, 0.0, -0.2], [0.0, 0.1, 0.2], [0.2, -0.1, 0.1], [0.0, -0.1, -0.2], [0.0, 0.0, -0.1], [0.0, 0.0, 0.1], [0.0, 0.1, 0.1], [0.0, 0.1, 0.0], [0.0, 0.1, 0.0], [0.0, 0.0, -0.1], [0.1, 0.0, 0.1], [-0.1, 0.1, -0.1], [-0.1, 0.2, 0.1], [-0.1, 0.2, -0.2], [0.0, 0.0, -0.2], [0.0, 0.0, 0.0], [0.0, 0.0, 0.0], [0.1, 0.1, -0.1], [0.0, -0.1, 0.0], [0.1, -0.1, -0.1], [0.0, 0.0, -0.1], [-0.1, 0.1, 0.0], [-0.1, -0.1, 0.0], [-0.1, 0.0, -0.1], [0.0, -0.1, 0.0], [0.0, 0.0, 0.1]]
}